{
  "formula": "C39H15B6N3O48Y",
  "method": "ωB97M-V/def2-TZVPD",
  "charge": -3,
  "homo_lumo_gap_ev": 8.39,
  "relative_energy_kj_mol": 0.0,
  "e_homo_ev": -4.013,
  "total_energy_ev": -148581.3401,
  "symbols": ["Y", "O", "C", "O", "B", "O", "C", "O", "O", "C", "O", "C", "O", "O", "O", "C", "O", "B", "O", "C", "O", "O", "C", "O", "C", "O", "O", "O", "C", "O", "B", "O", "C", "O", "O", "C", "O", "C", "O", "O", "O", "C", "O", "B", "O", "C", "O", "O", "C", "O", "C", "O", "O", "O", "C", "O", "B", "O", "C", "O", "O", "C", "O", "C", "O", "O", "O", "C", "O", "B", "O", "C", "O", "O", "C", "O", "C", "O", "O", "N", "C", "C", "C", "C", "C", "H", "H", "H", "H", "H", "N", "C", "C", "C", "C", "C", "H", "H", "H", "H", "H", "N", "C", "C", "C", "C", "C", "H", "H", "H", "H", "H"],
  "positions_angstrom": [[0.131, 0.186, 0.400], [-0.550, -5.350, 7.679], [-0.902, -4.573, 6.824], [-0.133, -3.912, 6.019], [-0.827, -2.787, 5.363], [-2.245, -3.086, 5.650], [-2.298, -4.095, 6.538], [-3.288, -4.524, 7.055], [-0.351, -2.635, 3.986], [0.001, -1.397, 3.796], [0.221, -0.786, 2.777], [0.008, -0.676, 5.175], [-0.437, -1.531, 6.067], [0.342, 0.470, 5.312], [-6.372, -3.990, 4.517], [-6.017, -3.292, 3.614], [-5.048, -3.661, 2.769], [-4.746, -2.488, 1.909], [-5.774, -1.474, 2.176], [-6.453, -1.857, 3.227], [-7.303, -1.237, 3.811], [-3.361, -1.942, 2.152], [-2.718, -1.896, 1.039], [-1.642, -1.392, 0.765], [-3.615, -2.496, -0.064], [-4.791, -2.743, 0.479], [-3.352, -2.499, -1.231], [1.700, 0.748, -1.257], [2.298, 0.877, -2.315], [1.739, 1.034, -3.483], [2.768, 0.768, -4.533], [3.972, 0.430, -3.771], [3.771, 0.527, -2.484], [4.531, 0.355, -1.575], [2.978, 1.932, -5.433], [3.096, 1.513, -6.670], [3.550, 2.090, -7.623], [2.531, 0.106, -6.688], [2.255, -0.277, -5.440], [2.320, -0.583, -7.643], [-2.637, 3.598, -1.776], [-2.499, 2.759, -2.619], [-2.860, 2.784, -3.886], [-2.506, 1.489, -4.447], [-1.618, 0.800, -3.481], [-1.770, 1.410, -2.366], [-1.313, 1.150, -1.264], [-1.914, 1.591, -5.810], [-2.374, 0.632, -6.566], [-2.121, 0.344, -7.700], [-3.516, -0.054, -5.776], [-3.669, 0.634, -4.665], [-4.197, -0.970, -6.160], [2.368, -2.868, -2.067], [1.332, -3.088, -2.638], [1.112, -3.938, -3.623], [-0.245, -3.713, -4.181], [-0.863, -2.852, -3.150], [0.010, -2.276, -2.392], [-0.136, -1.420, -1.552], [-0.105, -3.034, -5.493], [-0.796, -3.660, -6.425], [-0.839, -3.386, -7.590], [-1.472, -4.882, -5.791], [-1.040, -4.897, -4.546], [-2.129, -5.653, -6.433], [0.343, 2.768, -0.116], [0.690, 3.919, -0.044], [1.199, 4.491, 1.037], [2.029, 5.634, 0.580], [1.776, 5.810, -0.859], [1.077, 4.774, -1.256], [0.775, 4.477, -2.379], [3.472, 5.395, 0.860], [3.909, 6.148, 1.843], [5.025, 6.294, 2.259], [2.810, 7.190, 2.139], [1.778, 6.873, 1.361], [2.859, 8.128, 2.880], [2.195, 1.261, 1.625], [2.506, 1.002, 2.944], [3.718, 1.260, 3.546], [4.683, 1.970, 2.878], [4.373, 2.318, 1.578], [3.123, 2.037, 1.031], [1.802, 0.495, 3.586], [3.775, 0.910, 4.568], [5.624, 2.275, 3.313], [5.018, 3.023, 1.071], [2.984, 2.516, 0.072], [1.639, -1.690, 0.583], [2.976, -1.535, 0.562], [3.893, -2.489, 0.981], [3.420, -3.772, 1.189], [2.063, -4.005, 1.084], [1.190, -2.926, 0.906], [3.405, -0.581, 0.289], [4.959, -2.316, 0.980], [4.100, -4.592, 1.378], [1.657, -4.982, 1.308], [0.139, -3.166, 0.961], [-1.470, 1.467, 1.736], [-1.049, 2.131, 2.847], [-1.887, 2.845, 3.684], [-3.178, 3.172, 3.221], [-3.588, 2.651, 1.973], [-2.758, 1.729, 1.404], [-0.061, 2.022, 3.277], [-1.660, 3.208, 4.675], [-3.927, 3.581, 3.884], [-4.553, 2.800, 1.512], [-3.041, 1.123, 0.552]]
}